Density functional theory data (the ωB97M-V functional and the def2-TZVPD basis) for a cluster of 3 separate species, C11H26O7Si in total.

Structure (ORCA input):
```
! RIJCOSX wB97M-V def2-TZVPD def2/J DEFGRID3
* xyz 0 1
C -1.00585 -2.39101 -0.27183
C -0.93492 -2.19325 -1.78758
C -0.67923 -0.75843 -2.25654
C -1.61685 0.29401 -1.70889
O -2.92459 0.13279 -2.27310
Si -4.19740 -0.21215 -1.24554
C -4.61291 -2.04604 -1.26770
H -1.20949 -1.47021 0.26863
H -1.78882 -3.09332 -0.00131
H -0.07141 -2.78090 0.11993
H -0.10838 -2.79625 -2.15996
H -1.81717 -2.57567 -2.29112
H -0.82869 -0.73263 -3.33457
H 0.35401 -0.46617 -2.07737
H -1.63724 0.32799 -0.61996
H -1.24032 1.26139 -2.04349
H -3.92503 0.27317 0.12185
H -5.36609 0.51282 -1.78989
H -4.23023 -2.49773 -2.17804
H -4.25913 -2.58181 -0.39391
H -5.69739 -2.13332 -1.29889
C -0.24556 2.37492 1.88600
O -0.40536 1.00297 2.25727
C -0.22316 0.75626 3.55625
O 0.05184 1.57069 4.39758
O -0.39514 -0.55157 3.75653
C -0.22956 -0.96497 5.11547
H -0.42141 2.42415 0.81484
H -0.97016 3.00217 2.40094
H 0.76491 2.71824 2.09954
H -0.95761 -0.47350 5.75754
H 0.77820 -0.74690 5.46309
H -0.39642 -2.03789 5.12874
C 5.71101 2.83811 -2.20940
O 5.49263 1.70281 -1.36814
C 4.20826 1.40218 -1.17415
O 3.26651 1.99400 -1.63571
O 4.14523 0.33317 -0.37877
C 2.81438 -0.10113 -0.09366
H 6.78755 2.96272 -2.27735
H 5.29936 2.66566 -3.20175
H 5.26636 3.73043 -1.77347
H 2.30087 -0.39043 -1.00792
H 2.25496 0.68045 0.41771
H 2.89942 -0.96579 0.55812
*
```

Output
SMILES: CCCCO[SiH2]C.COC(=O)OC.COC(=O)OC
Max |F| (eV/Å): 1.1
Highest occupied orbital energy (Eh): -0.3676
E (hartree): -1250.93214
Gap between HOMO and LUMO (eV): 10.6461

Atom charges from the Mulliken analysis, given in e for atoms 1 to 6:
1 C -0.988
2 C -0.377
3 C -0.380
4 C -0.036
5 O -0.374
6 Si 0.561